# C72H198N18O18

A 18-piece molecular cluster, C72H198N18O18 overall at a distorted geometry (ωB97M-V/def2-TZVPD, the OMol25 dataset).

max |F|	3.86	eV/A
gap between HOMO and LUMO	0.3224	Ha
relative energy (zero: lowest compared OMol25 entry of this formula, charge and spin)	7.710	eV
LUMO level	0.08	eV

```
306
Properties=species:S:1:pos:R:3:forces:R:3
C -6.51185 -17.30238 -1.60732 1.36 0.85 0.34
C -7.55910 -17.23091 -2.64585 -1.52 0.14 1.33
C -8.04042 -18.59672 -2.99000 -0.56 -0.34 -1.96
O -8.71400 -18.39417 -4.26328 0.76 -0.52 1.14
C -8.97752 -19.62135 -4.87496 -1.19 0.79 -1.39
N -8.75478 -16.49742 -2.09146 1.38 0.27 -1.16
H -6.85865 -17.83819 -0.72373 0.28 -0.13 -0.05
H -6.18725 -16.30496 -1.31086 -0.37 0.19 0.27
H -5.59145 -17.69499 -2.03956 -0.04 -0.69 0.25
H -7.15849 -16.80384 -3.56521 -0.30 0.36 0.06
H -8.80396 -19.03742 -2.34900 0.03 0.24 0.73
H -7.23859 -19.33337 -3.04010 0.32 -0.15 -0.51
H -9.68012 -19.36879 -5.66911 -0.01 -0.07 -0.37
H -9.57036 -20.30535 -4.26769 0.64 -0.40 0.39
H -8.08540 -20.00156 -5.37263 0.07 -0.63 0.46
H -9.48554 -16.75639 -2.73877 -0.59 0.21 0.15
H -8.93262 -16.93451 -1.19847 -0.32 0.00 0.27
C -12.70178 -26.36005 -7.76003 1.86 1.88 0.78
C -11.72711 -26.80695 -8.85465 -1.99 -2.78 1.80
C -10.48192 -27.57513 -8.34720 0.43 0.90 0.20
O -9.66951 -26.66040 -7.62365 1.27 -0.06 1.59
C -8.76129 -27.17069 -6.58361 -0.24 0.79 -0.21
N -12.57728 -27.81289 -9.52224 -0.05 -0.41 -2.46
H -13.06643 -27.14917 -7.10244 -0.02 -0.14 -0.41
H -13.49938 -25.77446 -8.21722 -0.23 -0.24 0.08
H -12.16331 -25.66830 -7.11223 -0.18 0.30 0.39
H -11.45926 -26.00145 -9.53841 0.09 -0.14 0.01
H -9.94424 -27.94205 -9.22148 0.12 -0.20 -0.11
H -10.63999 -28.40347 -7.65657 -0.87 -0.27 -0.26
H -9.17183 -27.73089 -5.74353 -0.77 -0.67 -0.72
H -8.39866 -26.32151 -6.00439 0.01 0.45 -0.58
H -7.86226 -27.66588 -6.95054 -0.23 -0.22 -0.47
H -13.49973 -27.43084 -9.67458 0.06 0.44 -0.38
H -12.83235 -28.66487 -9.04354 0.92 0.00 0.72
C -15.27670 -22.76176 -8.59005 0.26 0.18 -1.12
C -15.69911 -21.35855 -9.09607 -1.55 -0.59 -0.12
C -16.43713 -21.36286 -10.48676 2.52 -0.71 -0.26
O -15.43847 -21.86403 -11.42547 0.47 0.47 1.83
C -15.97325 -22.17663 -12.64625 -0.23 -0.39 -0.66
N -16.67911 -20.80055 -8.15763 -0.21 0.65 -0.53
H -16.12729 -23.42731 -8.44292 -0.33 0.31 0.34
H -14.70790 -22.64833 -7.66718 -0.06 -0.13 0.04
H -14.68874 -23.31376 -9.32334 0.44 0.24 -0.05
H -14.83841 -20.70373 -9.23216 -0.01 0.03 0.29
H -16.67260 -20.36837 -10.86576 -0.40 0.19 0.58
H -17.30318 -22.02410 -10.51547 -0.24 -0.04 0.21
H -16.52034 -23.11255 -12.53290 -0.65 -0.02 -0.42
H -15.19039 -22.36682 -13.38046 0.21 0.14 0.13
H -16.57809 -21.34106 -12.99851 -0.43 -0.14 -0.35
H -17.47639 -21.42028 -8.13807 -0.09 0.02 0.25
H -16.38461 -20.60883 -7.21074 0.29 -0.22 -0.17
C -12.97965 -18.52157 -8.15481 1.20 0.84 -0.20
C -13.00492 -17.08126 -8.86810 -0.56 -3.47 -0.11
C -11.78624 -16.84711 -9.80065 -0.23 -0.60 1.48
O -11.65724 -17.89214 -10.77722 0.51 0.25 0.12
C -10.35296 -17.89709 -11.41788 -0.52 0.93 0.90
N -14.23521 -17.20928 -9.63253 -0.33 0.78 -0.66
H -12.96196 -19.33752 -8.87731 -0.13 0.28 -0.46
H -13.82884 -18.72053 -7.50106 0.02 0.49 0.00
H -12.05146 -18.68298 -7.60662 0.00 0.19 0.37
H -13.14601 -16.32417 -8.09674 0.46 0.27 -0.18
H -10.93847 -16.83111 -9.11572 0.58 -0.04 -0.22
H -11.91116 -15.83521 -10.18607 0.17 0.03 -0.74
H -10.23777 -16.91409 -11.87454 0.22 -0.08 -0.46
H -10.19729 -18.70738 -12.13012 -0.76 0.07 -0.01
H -9.54862 -17.99312 -10.68855 -0.04 -0.07 0.36
H -14.24065 -16.46258 -10.31261 -0.42 0.55 -0.14
H -14.10150 -18.00745 -10.23680 -0.13 -0.46 -0.01
C -10.09386 -25.16972 -0.38563 -0.21 -0.48 -0.72
C -10.11666 -25.01365 1.11563 -0.50 -0.24 -1.29
C -9.12817 -23.93170 1.54723 -0.35 -0.55 0.57
O -7.78699 -24.27831 1.16561 -2.06 1.29 -0.74
C -7.24458 -25.25598 1.96865 1.29 -0.24 0.06
N -11.52634 -24.74866 1.50184 1.12 0.04 0.88
H -11.00256 -25.68595 -0.69527 -0.20 0.09 -0.02
H -9.30333 -25.85521 -0.69101 0.37 0.36 -0.12
H -10.03515 -24.22575 -0.92744 0.09 -0.01 0.01
H -9.84638 -26.01952 1.43699 0.43 0.17 0.82
H -9.26948 -23.78849 2.61851 0.68 -0.29 0.62
H -9.41587 -22.93965 1.19914 0.26 -0.14 -0.88
H -7.76060 -26.21605 1.95846 -0.42 0.08 0.36
H -7.09624 -24.79833 2.94673 0.02 -0.67 0.52
H -6.27748 -25.47655 1.51679 0.24 0.01 0.24
H -11.53261 -24.63886 2.50583 0.00 0.54 0.54
H -12.00827 -25.63474 1.44978 -0.21 -0.34 -0.58
C -9.99313 -23.23037 -6.62556 0.40 0.52 1.11
C -8.44802 -23.28110 -6.51386 -0.80 -1.94 -0.34
C -7.96416 -23.73480 -5.10512 0.19 0.87 0.21
O -8.35459 -22.66213 -4.27431 -0.50 1.48 -1.97
C -8.04376 -22.60229 -2.93772 -0.04 -1.59 0.33
N -7.94041 -24.16894 -7.57693 1.03 0.29 0.43
H -10.51516 -24.18323 -6.53808 0.56 -0.47 -0.16
H -10.29998 -22.78482 -7.57182 0.02 0.28 0.13
H -10.32867 -22.68117 -5.74585 -0.42 0.55 -0.25
H -8.02382 -22.28505 -6.64056 -0.06 0.01 -0.12
H -6.88289 -23.86600 -5.06335 0.42 0.26 -0.39
H -8.32191 -24.67938 -4.69537 -0.76 -0.28 -0.24
H -8.59281 -23.46322 -2.55636 0.15 -0.07 1.26
H -8.41583 -21.67560 -2.50079 0.06 0.00 -0.14
H -6.97876 -22.73011 -2.74394 0.15 0.13 0.21
H -8.43117 -25.05155 -7.59290 -0.26 0.16 -0.07
H -8.08605 -23.73390 -8.47673 -0.11 0.03 0.04
C -4.06856 -24.07622 -8.24153 0.42 -0.01 -0.58
C -4.13004 -24.42514 -9.77092 -0.89 -0.84 0.87
C -3.30515 -23.48631 -10.62726 -0.94 0.32 0.75
O -3.86613 -22.16941 -10.44288 0.44 -0.98 0.42
C -3.11370 -21.29988 -11.24075 -0.15 0.55 0.26
N -3.74879 -25.84835 -9.90531 0.54 0.44 0.88
H -4.74527 -24.63598 -7.59591 -0.20 -0.52 -0.49
H -4.33840 -23.05184 -7.98477 0.30 0.13 -0.50
H -3.05504 -24.29635 -7.90622 0.12 0.21 0.13
H -5.18649 -24.36713 -10.03293 -0.17 0.68 -0.23
H -3.32977 -23.69023 -11.69773 -0.15 -0.45 -0.16
H -2.26472 -23.54825 -10.30823 0.22 0.27 0.12
H -2.08217 -21.39151 -10.90068 0.37 0.11 -0.66
H -3.41426 -20.26497 -11.07727 -0.26 -0.10 0.07
H -3.31561 -21.56735 -12.27795 0.61 0.19 -0.31
H -4.35686 -26.32873 -9.25755 0.14 -0.45 -0.10
H -3.77510 -26.31342 -10.80147 -0.29 0.50 -0.23
C -16.26168 -16.49809 1.96685 1.48 -0.64 0.22
C -14.84588 -16.23749 1.35246 -0.99 -1.46 -0.18
C -14.33693 -17.52816 0.63751 0.41 -0.49 0.06
O -12.91722 -17.45147 0.46936 0.30 -1.14 -1.40
C -12.25180 -18.67982 -0.11336 -1.55 1.34 1.54
N -14.95033 -15.10218 0.50823 0.68 0.70 -1.26
H -17.01589 -16.70574 1.20781 0.23 0.16 -0.39
H -16.63548 -15.67432 2.57493 0.27 -0.12 0.08
H -16.15431 -17.43323 2.51647 -0.42 0.15 0.54
H -13.99594 -15.98181 1.98518 -0.54 -0.20 1.11
H -14.82530 -17.68734 -0.32387 -0.15 0.27 -0.36
H -14.52638 -18.44788 1.19097 -0.32 -0.02 0.52
H -11.24103 -18.37934 -0.38930 -0.23 -0.09 0.08
H -12.80814 -19.16850 -0.91323 -0.14 0.53 -0.30
H -12.29152 -19.38067 0.72049 0.56 -0.29 0.02
H -15.55604 -15.29200 -0.27738 -0.50 -0.05 -0.11
H -14.03882 -15.06963 0.07442 0.40 0.86 -0.32
C -7.07032 -20.61566 -9.66296 -1.07 -0.83 -0.57
C -7.59426 -21.82006 -10.49035 0.27 0.31 0.41
C -8.99312 -21.62764 -11.15366 0.40 0.20 1.03
O -10.06036 -21.43516 -10.20633 1.21 -0.18 0.64
C -11.38938 -21.47725 -10.67555 0.75 -0.03 -1.20
N -6.64858 -22.14204 -11.54003 0.19 0.49 -0.81
H -6.15551 -20.89896 -9.14242 0.00 0.09 0.01
H -7.87336 -20.39257 -8.96049 0.21 0.28 0.28
H -6.89731 -19.75339 -10.30690 0.06 0.02 -0.02
H -7.54557 -22.68540 -9.82935 -0.92 0.01 0.49
H -9.08738 -22.52624 -11.76336 -0.68 -0.07 -0.22
H -8.90722 -20.74548 -11.78810 -0.08 0.02 -0.33
H -12.10062 -21.32884 -9.86302 0.29 -0.26 0.07
H -11.51827 -22.41398 -11.21781 -0.53 -0.34 0.21
H -11.55529 -20.69881 -11.42027 -0.14 0.34 -0.02
H -6.80577 -23.05356 -11.94565 -0.36 -0.04 -0.27
H -5.72343 -22.20330 -11.13948 0.23 0.25 0.10
C -8.41644 -25.58487 -11.70817 -3.11 -0.13 0.81
C -7.28424 -26.22894 -12.32503 2.23 -0.21 -1.57
C -7.62216 -26.79625 -13.70233 0.56 -1.48 -1.39
O -6.59670 -27.70108 -14.29010 0.50 2.68 2.68
C -6.88335 -28.25768 -15.50154 -1.31 -2.00 -0.03
N -6.29160 -25.18660 -12.45374 0.68 0.61 -0.46
H -9.09933 -26.41111 -11.51048 -0.40 0.13 0.84
H -9.04034 -24.92116 -12.30680 0.52 0.25 -0.48
H -8.14275 -25.03935 -10.80506 -0.09 -0.23 0.19
H -6.89655 -26.94957 -11.60496 -0.22 -0.87 -0.33
H -7.77068 -26.00571 -14.43793 0.10 0.49 0.23
H -8.55872 -27.35384 -13.70892 -0.20 -0.23 0.39
H -7.25532 -27.64317 -16.32137 0.47 0.57 0.01
H -7.67829 -28.97152 -15.28563 -0.66 -0.34 -0.49
H -6.06275 -28.92545 -15.76383 0.30 0.55 -0.37
H -6.12277 -24.85864 -11.51351 0.46 0.12 -0.06
H -5.42025 -25.50386 -12.85401 0.13 -0.14 0.00
C -10.76481 -14.67993 3.12934 0.16 -0.92 -1.31
C -10.24123 -15.37789 1.79472 -1.19 -0.89 -0.05
C -9.92546 -16.88856 2.08737 -0.08 0.43 0.41
O -9.44671 -17.57891 0.93822 -0.52 1.64 -0.79
C -8.82693 -18.79286 1.15760 0.44 -0.23 -0.07
N -11.19593 -15.30776 0.62957 0.77 0.30 0.91
H -10.98025 -13.61716 3.01887 0.42 -0.02 -0.20
H -10.05947 -14.87239 3.93776 0.16 0.28 -0.05
H -11.70994 -15.11076 3.45982 -0.10 -0.31 -0.20
H -9.33642 -14.90848 1.40862 0.15 0.11 0.39
H -10.81800 -17.40970 2.43359 -0.50 0.13 -0.01
H -9.21764 -17.00533 2.90801 0.45 0.24 0.06
H -7.77144 -18.71026 0.89832 0.42 0.08 0.71
H -9.14696 -19.53366 0.42488 -0.69 -0.27 0.20
H -9.01763 -19.07471 2.19312 0.36 -0.66 -0.08
H -12.01083 -15.88462 0.78205 -0.25 0.15 0.74
H -10.76535 -15.91258 -0.05519 0.49 0.32 -0.65
C -5.30438 -30.24175 2.99020 -0.41 0.69 1.66
C -5.50143 -29.73722 1.59140 0.39 0.41 -0.76
C -4.68828 -28.44948 1.26149 -1.06 -1.55 1.47
O -5.04576 -27.95490 -0.01665 1.89 0.90 0.01
C -4.26772 -26.77476 -0.35887 -0.31 0.46 -0.09
N -5.11628 -30.83204 0.71553 -0.13 0.04 -0.97
H -5.85549 -31.15261 3.22409 0.24 -0.37 -0.59
H -5.75149 -29.58532 3.73672 -0.02 0.58 -0.06
H -4.27187 -30.34553 3.32377 0.14 -0.24 -0.46
H -6.51563 -29.35879 1.46378 -0.60 -0.49 -0.07
H -3.65651 -28.71278 1.49436 0.53 0.41 -0.89
H -5.03403 -27.80323 2.06828 0.16 0.79 -0.07
H -3.17861 -26.80067 -0.39441 0.28 -1.36 0.13
H -4.38802 -25.94812 0.34133 -0.73 -0.02 0.34
H -4.53007 -26.38845 -1.34377 -0.56 -0.34 0.05
H -5.21782 -30.54878 -0.24860 0.30 0.38 -0.22
H -5.76685 -31.60337 0.75937 -0.14 -0.21 0.57
C -10.92663 -27.13628 -4.03267 -1.57 0.41 -0.01
C -12.14575 -26.98776 -3.01111 0.68 -1.40 -0.75
C -13.55202 -27.04489 -3.59210 0.87 0.58 -1.11
O -13.63792 -26.12360 -4.69417 -0.29 -0.10 0.03
C -13.76220 -24.73751 -4.34606 -0.23 -0.83 0.69
N -12.08497 -28.11035 -2.04052 0.61 0.94 0.48
H -10.99384 -26.51481 -4.92561 -0.10 0.72 0.30
H -10.89111 -28.10948 -4.52229 -0.14 -0.51 0.61
H -9.99116 -26.94177 -3.50812 0.02 -0.03 -0.01
H -12.05800 -26.02516 -2.50733 0.28 -0.18 0.31
H -14.31791 -26.91933 -2.82676 0.01 0.50 0.16
H -13.71605 -28.05747 -3.96071 -0.06 0.05 -0.54
H -13.32223 -24.57111 -3.36278 0.05 0.26 0.10
H -14.82041 -24.48279 -4.28762 -0.10 0.17 -0.03
H -13.26357 -24.07436 -5.05296 0.06 -0.39 -0.25
H -12.10166 -29.00549 -2.50801 -0.48 -0.08 -0.54
H -11.12633 -28.10403 -1.72260 0.23 0.04 0.66
C -14.99978 -21.57281 0.47913 0.11 0.45 -1.17
C -14.27692 -22.76795 -0.09009 0.79 -0.59 -0.53
C -12.87689 -22.53571 -0.68209 -0.75 0.77 -0.08
O -12.93587 -21.64315 -1.81516 0.83 -0.22 0.30
C -11.61674 -21.36264 -2.33740 -0.53 0.05 0.57
N -14.22484 -23.85204 0.85544 -0.08 -1.29 0.68
H -14.45980 -20.93775 1.18142 0.38 -0.46 0.25
H -15.93955 -21.88960 0.93144 0.00 0.16 -0.20
H -15.12802 -20.94478 -0.40247 -0.67 0.43 0.12
H -14.79594 -23.24530 -0.92127 -0.76 0.87 -0.30
H -12.47600 -23.51568 -0.94104 0.14 -0.07 -0.32
H -12.24867 -22.13825 0.11506 0.39 0.31 0.02
H -11.36478 -21.96911 -3.20735 -0.04 -0.35 0.07
H -10.89822 -21.50898 -1.53091 0.31 -0.17 -0.08
H -11.51821 -20.32236 -2.64758 -0.46 0.14 -0.01
H -14.38618 -24.69200 0.31828 -0.32 -0.36 0.15
H -13.29423 -24.03309 1.20370 0.21 0.64 0.19
C -3.94735 -24.99874 -4.30828 -0.43 0.81 -0.10
C -3.32888 -23.73814 -3.75018 1.78 -0.94 0.72
C -3.94866 -22.40513 -4.14965 0.30 -0.62 0.17
O -3.81933 -22.11244 -5.50441 -0.40 -0.32 -0.39
C -4.52539 -20.93037 -5.87622 0.34 -0.86 -0.56
N -3.28654 -23.75683 -2.28656 -1.35 0.82 1.41
H -5.01080 -25.01329 -4.06957 -0.12 -0.23 0.08
H -3.44578 -25.86882 -3.88463 -0.06 -0.09 -0.22
H -3.84169 -24.92999 -5.39096 0.01 -0.44 -0.04
H -2.26302 -23.81075 -3.96642 0.12 0.59 -1.27
H -3.39451 -21.67431 -3.56065 -0.25 0.58 0.22
H -5.00625 -22.43178 -3.88716 -0.19 0.20 0.38
H -3.99099 -20.08988 -5.43338 -0.31 0.41 -0.33
H -5.59246 -20.93084 -5.65377 -0.10 -0.17 0.87
H -4.55914 -20.97073 -6.96494 0.62 0.58 -0.07
H -2.68490 -24.36635 -1.75119 0.18 -0.58 -0.88
H -3.03931 -22.84018 -1.94198 0.11 0.24 -0.08
C -12.67137 -16.57063 -3.23669 1.18 -0.74 -0.60
C -13.37240 -16.61862 -4.62468 0.69 0.33 2.27
C -14.27267 -17.85832 -4.74372 -1.40 -1.26 0.64
O -13.66179 -19.16572 -4.76919 1.94 1.30 -0.10
C -14.40093 -20.33882 -4.88900 -0.05 -0.15 -0.42
N -14.16478 -15.38882 -4.63197 -1.22 -0.59 -0.95
H -13.21751 -16.32336 -2.32637 -0.88 -0.14 -0.47
H -11.88067 -15.82044 -3.24753 0.21 0.01 -0.20
H -12.19905 -17.53918 -3.07259 0.24 -0.07 0.15
H -12.62929 -16.52289 -5.41634 0.29 -0.80 -0.04
H -14.97586 -17.76015 -5.57075 0.05 0.08 -0.47
H -14.89481 -17.95523 -3.85397 -0.32 0.88 0.28
H -13.68005 -21.15460 -4.94321 0.17 0.07 -0.11
H -14.96720 -20.34899 -5.82031 -0.25 0.01 -0.12
H -15.05076 -20.62123 -4.06072 -0.26 0.56 0.34
H -14.57012 -15.36890 -5.55685 -0.54 0.48 -0.23
H -13.57416 -14.57042 -4.59341 0.30 -0.06 0.22
C -6.50986 -32.75179 -3.57270 -1.14 1.97 -1.62
C -5.07144 -32.32559 -3.57136 -1.57 -0.55 1.02
C -4.84007 -30.87170 -3.19421 -0.73 -0.63 -1.31
O -5.57556 -29.97588 -4.06943 1.55 -0.73 0.28
C -4.95001 -28.71809 -3.90516 -1.12 0.83 0.02
N -4.51792 -33.20728 -2.56731 2.37 -0.40 -0.08
H -6.55369 -33.82548 -3.75538 -0.45 0.16 0.21
H -6.93194 -32.19845 -4.41161 -0.74 -0.36 -0.33
H -7.05932 -32.35966 -2.71688 0.06 -0.59 0.39
H -4.76349 -32.55143 -4.59228 0.98 0.09 0.18
H -3.76847 -30.70871 -3.30908 0.06 0.34 0.41
H -5.20897 -30.71818 -2.18009 0.30 0.14 0.22
H -3.88607 -28.66322 -4.13565 0.17 -0.50 0.08
H -5.15102 -28.41751 -2.87689 0.42 0.38 0.23
H -5.42437 -27.97990 -4.55181 -0.24 -0.15 -0.11
H -4.84837 -34.13410 -2.79511 0.26 -0.13 0.38
H -4.79879 -32.98983 -1.62183 -0.17 0.19 -0.05
C -4.42518 -20.31335 -0.30901 0.65 -0.22 1.94
C -4.71488 -21.63097 0.48775 -0.68 1.91 -0.89
C -5.64689 -21.41926 1.64180 0.42 -0.09 1.74
O -4.94904 -20.91744 2.74216 1.29 0.99 1.77
C -5.67256 -20.93466 4.00026 -0.28 0.03 -2.37
N -5.46571 -22.45381 -0.41268 0.76 -0.89 -0.73
H -4.16893 -20.38699 -1.36590 -0.56 -0.41 -0.05
H -3.51886 -19.92752 0.15770 -0.03 0.60 0.04
H -5.25145 -19.64213 -0.07482 0.11 0.24 -0.64
H -3.74659 -21.99605 0.83014 -0.02 -0.56 0.25
H -6.00221 -22.38941 1.98916 -0.61 -0.39 -0.49
H -6.47724 -20.74786 1.42307 -0.32 -0.11 -0.44
H -6.58261 -20.37707 3.77888 -0.33 0.20 0.58
H -5.10987 -20.45632 4.80192 0.14 -0.26 -0.30
H -5.96533 -21.96812 4.18564 0.11 -0.12 0.53
H -5.69412 -23.33176 0.03131 -0.37 -0.29 0.17
H -4.71588 -22.70204 -1.04215 -0.67 -0.63 -1.04
```
Forces are in eV/Å.